{"formula": "C6H12O", "method": "ωB97M-V/def2-TZVPD", "species": ["C", "C", "H", "H", "O", "C", "H", "H", "H", "H", "C", "H", "H", "H", "H", "C", "H", "C", "H"], "coordinates": [[-1.6878, 0.5997, 0.4651], [0.4694, 0.7971, -0.8322], [-1.2638, 1.1610, 2.4971], [2.6257, 1.3843, -0.8521], [-0.3048, 0.4776, 0.2748], [1.2779, -0.3547, -1.3734], [0.1448, 1.6199, -1.4715], [-2.2770, -0.1527, -0.0832], [-2.8240, 0.3024, 2.3151], [1.7948, -2.3883, -0.7833], [1.9121, 0.6683, -0.4591], [-1.2766, -0.5749, 2.1961], [0.1748, -2.1987, -1.4950], [-2.0586, 1.5957, 0.1787], [2.0807, 0.3713, 0.5746], [-1.7929, 0.3640, 1.9647], [0.4857, -1.6343, 0.1471], [0.9252, -1.7281, -0.8494], [1.5944, -0.3097, -2.4141]], "nbo_charge": [-0.046, 0.091, 0.211, 0.214, -0.561, -0.248, 0.187, 0.160, 0.204, 0.208, -0.439, 0.213, 0.206, 0.163, 0.223, -0.612, 0.225, -0.612, 0.212], "gap_ev": 10.1, "fmax_ev_per_a": 0.56}

{"formula": "C6H12O", "method": "ωB97M-V/def2-TZVPD", "species": ["C", "H", "C", "H", "H", "H", "O", "H", "H", "H", "H", "H", "H", "C", "H", "H", "C", "C", "C"], "coordinates": [[1.1203, -0.3411, 0.3147], [0.1588, -0.7054, 1.9396], [-1.4695, 0.4431, 0.1588], [-1.1464, 2.0522, -1.3069], [-2.1597, 1.1030, 0.7018], [-0.7631, 0.3768, -1.9469], [1.1036, -0.6213, 1.7218], [-1.3072, -1.6991, -0.3184], [-2.3214, -1.3477, 1.0781], [0.4289, 1.6608, 0.5647], [2.9008, 0.9979, 0.2406], [3.2757, -0.7151, -0.0225], [0.9124, -1.2923, -0.1923], [-2.0181, -0.9757, 0.0936], [2.4856, 0.2241, -1.2902], [-2.9089, -1.0021, -0.5483], [-0.8633, 1.0201, -1.0814], [0.0481, 0.7541, 0.0921], [2.5235, 0.0677, -0.1989]], "nbo_charge": [0.099, 0.470, -0.236, 0.220, 0.215, 0.210, -0.719, 0.208, 0.208, 0.221, 0.210, 0.219, 0.158, -0.620, 0.214, 0.216, -0.419, -0.250, -0.622], "gap_ev": 11.1, "fmax_ev_per_a": 0.67}

{"formula": "C6H12O", "method": "ωB97M-V/def2-TZVPD", "species": ["C", "H", "H", "H", "C", "H", "H", "H", "H", "C", "C", "H", "C", "O", "H", "H", "C", "H", "H"], "coordinates": [[-0.5944, 0.6192, 0.1869], [0.7752, 0.0179, 1.7541], [2.0752, 0.4427, -0.9570], [-1.8272, 1.7214, 1.3797], [0.7932, 0.5349, 0.7872], [2.6220, -0.5738, 0.3596], [1.1301, 1.5593, 0.9708], [1.4375, -2.3752, -0.5590], [-1.7243, 0.8360, -1.5981], [0.9251, -1.4377, -0.7369], [-0.7529, 0.8770, -1.1163], [0.8021, -1.3123, -1.8242], [-1.7541, 0.6570, 1.1324], [-0.3150, -1.6658, -0.0236], [-1.0547, -1.4243, -0.5941], [0.0705, 1.2696, -1.6953], [1.7201, -0.2283, -0.1625], [-2.6983, 0.3624, 0.6644], [-1.6174, 0.1003, 2.0636]], "nbo_charge": [0.116, 0.215, 0.205, 0.225, -0.452, 0.210, 0.222, 0.187, 0.195, -0.080, -0.543, 0.182, -0.653, -0.722, 0.485, 0.198, -0.425, 0.216, 0.216], "gap_ev": 9.5, "fmax_ev_per_a": 1.03}

{"formula": "C6H12O", "method": "ωB97M-V/def2-TZVPD", "species": ["H", "H", "C", "O", "C", "C", "H", "H", "H", "C", "H", "C", "H", "H", "H", "H", "C", "H", "H"], "coordinates": [[-0.8985, -1.7225, -2.0675], [1.2234, -0.4683, -1.6234], [-0.3832, 1.6956, 0.7070], [0.2196, 1.7782, -0.5462], [2.0231, -0.0784, 0.3637], [0.8970, -0.2299, -0.6073], [-1.2064, -2.5189, -0.5189], [1.7014, 0.3087, 1.3309], [-0.5185, -0.2285, 1.8378], [-0.9273, 0.2104, 0.9184], [2.8075, 0.5627, -0.0437], [-0.4842, -0.4578, -0.3596], [-0.4819, 0.6621, -0.9992], [2.4510, -1.0795, 0.5275], [-2.0189, 0.1784, 1.0080], [0.3352, 1.9586, 1.4963], [-1.2637, -1.5575, -1.0468], [-2.3227, -1.2864, -1.1115], [-1.2272, 2.3970, 0.7787]], "nbo_charge": [0.211, 0.201, -0.081, -0.725, -0.670, 0.190, 0.206, 0.227, 0.205, -0.454, 0.238, -0.378, 0.432, 0.231, 0.213, 0.152, -0.588, 0.215, 0.174], "gap_ev": 8.8, "fmax_ev_per_a": 0.35}

{"formula": "C6H12O", "method": "ωB97M-V/def2-TZVPD", "species": ["H", "C", "H", "H", "H", "C", "C", "H", "H", "H", "O", "C", "H", "H", "H", "H", "C", "C", "H"], "coordinates": [[1.7469, -1.1543, -1.5040], [-2.0299, -0.7570, -0.0925], [1.2586, 0.4270, 1.6187], [-0.5318, 2.3925, 1.4758], [-0.1263, 1.5457, -1.4680], [0.1239, 1.8498, -0.4554], [-0.8140, 2.1091, 0.4614], [-0.4500, -1.8366, -1.1511], [2.5247, -1.6136, 0.0334], [-0.7804, -2.0887, 0.5649], [0.5940, -0.2690, 1.5189], [0.5817, -0.6602, 0.2210], [2.4678, 0.0808, -0.4685], [-2.6744, -1.0478, -0.9247], [1.1765, 2.0459, -0.2442], [-1.8746, 2.0408, 0.2552], [-0.6354, -1.3017, -0.2146], [1.8982, -0.8586, -0.4616], [-2.5168, -0.8528, 0.8760]], "nbo_charge": [0.224, -0.325, 0.476, 0.187, 0.200, -0.417, -0.381, 0.221, 0.211, 0.254, -0.699, 0.374, 0.208, 0.168, 0.180, 0.205, -0.567, -0.687, 0.169], "gap_ev": [7.0, 8.7], "fmax_ev_per_a": 1.43}

{"formula": "C6H12O", "method": "ωB97M-V/def2-TZVPD", "species": ["H", "C", "H", "C", "H", "H", "H", "H", "O", "C", "H", "H", "H", "C", "H", "H", "C", "C", "H"], "coordinates": [[0.9416, 1.7509, -1.3714], [1.5718, 0.7083, 0.4169], [2.6111, 0.8109, 0.0842], [0.6243, 1.6578, -0.3278], [1.5413, 0.9051, 1.4943], [1.3604, -1.4402, 0.8251], [-1.4340, 1.4904, 0.4219], [1.2607, -1.0066, -0.8779], [-0.9728, -0.4880, 1.5584], [-1.3506, -1.4765, -0.6080], [-1.1696, -2.4899, -0.2300], [-2.4248, -1.2685, -0.5318], [-0.5277, -1.2468, 1.9338], [-0.5455, -0.4570, 0.1934], [0.6020, 2.6571, 0.1109], [-1.0630, -1.4422, -1.6639], [-0.7648, 0.9917, -0.2859], [0.9794, -0.6742, 0.1286], [-1.2399, 1.0177, -1.2709]], "nbo_charge": [0.196, -0.402, 0.209, -0.402, 0.205, 0.205, 0.228, 0.205, -0.724, -0.622, 0.203, 0.219, 0.460, 0.245, 0.212, 0.206, -0.423, -0.428, 0.206], "gap_ev": 11.1, "fmax_ev_per_a": 0.51}

{"formula": "C6H12O", "method": "ωB97M-V/def2-TZVPD", "species": ["C", "H", "H", "H", "H", "C", "H", "C", "H", "C", "H", "C", "C", "H", "H", "H", "O", "H", "H"], "coordinates": [[2.3474, 0.0109, 0.7411], [3.1815, -0.6764, 0.9168], [-1.3604, 1.8641, 1.1204], [-2.8972, -0.7722, 0.4339], [-1.4214, -1.7518, 0.3886], [-0.8901, 0.2074, -1.5263], [1.9147, -0.6835, -1.2513], [-1.1875, 0.3705, -0.0713], [-0.9977, -0.7977, -1.9311], [-1.8278, -0.7770, 0.6755], [0.9902, -1.5110, -0.0060], [1.3723, -0.5275, -0.3087], [0.2416, 0.4494, -0.5561], [-1.1746, 1.0091, -2.2004], [0.5820, 1.4852, -0.5711], [-1.7334, -0.6649, 1.7623], [-1.7529, 1.6124, 0.2736], [2.7701, 0.9682, 0.4115], [1.8433, 0.1849, 1.6987]], "nbo_charge": [-0.600, 0.210, 0.465, 0.222, 0.211, -0.431, 0.203, 0.232, 0.210, -0.626, 0.201, -0.399, -0.244, 0.227, 0.216, 0.205, -0.705, 0.202, 0.200], "gap_ev": 10.6, "fmax_ev_per_a": 0.29}

{"formula": "C6H12O", "method": "ωB97M-V/def2-TZVPD", "species": ["H", "O", "H", "H", "C", "C", "C", "C", "H", "H", "H", "C", "H", "H", "H", "H", "H", "C", "H"], "coordinates": [[1.0685, -0.6281, 0.4047], [0.1328, -3.0789, -1.3723], [-1.0677, 1.4514, -0.3501], [-3.2018, -0.3983, 1.1647], [-1.1800, 0.3753, 1.6010], [-0.5637, 0.7402, 0.3169], [1.4485, 1.2447, -0.9092], [-2.6853, 0.3683, 1.7229], [-3.0843, 0.2731, 2.7353], [3.4170, 0.5290, -0.4760], [-0.8917, -0.6330, 1.9105], [0.6730, 0.3372, -0.0659], [-0.7888, 1.1073, 2.3109], [-0.3568, -3.8875, -1.1942], [0.8824, 2.1447, -1.1981], [0.1364, -2.8429, -2.3018], [3.1964, 1.5493, -2.0337], [2.7719, 1.0282, -1.1920], [-3.1373, 1.3041, 1.3672]], "nbo_charge": [0.216, -0.953, 0.189, 0.205, -0.453, -0.141, -0.200, -0.601, 0.211, 0.202, 0.215, -0.238, 0.218, 0.476, 0.203, 0.479, 0.194, -0.420, 0.198], "gap_ev": 8.8, "fmax_ev_per_a": 2.19}

{"formula": "C6H12O", "method": "ωB97M-V/def2-TZVPD", "species": ["H", "H", "H", "C", "H", "C", "C", "H", "H", "O", "H", "C", "H", "H", "C", "H", "H", "C", "H"], "coordinates": [[2.7779, 0.0983, -1.3349], [-0.8405, -1.8231, -0.8303], [1.7220, 0.3718, 0.8651], [-0.5637, 1.5764, 0.1822], [-1.6933, -0.4513, 1.9518], [-0.6389, -0.5650, 1.7067], [1.7745, -0.2854, -1.2045], [-0.0584, -0.0462, 2.4766], [-2.2160, -0.7549, -0.5131], [0.5655, 1.8531, -0.5224], [-0.4027, -1.6262, 1.7699], [1.0892, 0.2547, -0.0055], [1.8299, -1.3488, -1.1695], [-1.4751, 1.8802, -0.3062], [-1.1468, -0.7715, -0.7577], [-1.0249, -0.3097, -1.7437], [-0.5455, 1.9946, 1.1881], [-0.3580, -0.0274, 0.3156], [1.2049, -0.0198, -2.0682]], "nbo_charge": [0.228, 0.205, 0.198, -0.019, 0.216, -0.606, -0.655, 0.210, 0.217, -0.596, 0.206, 0.172, 0.219, 0.158, -0.612, 0.218, 0.138, -0.129, 0.234], "gap_ev": 10.0, "fmax_ev_per_a": 4.10}

{"formula": "C6H12O", "method": "ωB97M-V/def2-TZVPD", "species": ["C", "H", "H", "C", "O", "H", "H", "H", "H", "C", "C", "C", "C", "H", "H", "H", "H", "H", "H"], "coordinates": [[-0.4532, 0.1328, -0.3430], [-1.9171, 2.2653, -1.2748], [1.6416, 0.6671, 1.1358], [-0.8602, 2.4827, -1.1160], [2.3243, 0.3777, 1.7575], [0.7205, -3.5020, 0.6320], [-0.7684, 2.7446, -0.0555], [-0.4328, 3.2539, -1.7500], [-1.3289, -1.5444, 1.4736], [-0.2846, -3.2956, 0.9722], [-0.0271, 1.1444, -1.2963], [0.1123, -1.0641, -0.0045], [-0.6875, -2.0203, 0.7318], [1.0085, 1.5104, -1.3813], [2.7693, 1.2246, 1.8724], [-1.3983, 0.3059, 0.1822], [-1.0390, -3.9846, 1.3284], [-0.3293, 0.8399, -2.3139], [0.9499, -1.5385, -0.5508]], "lowdin_spin": [0.242, 0.000, 0.004, 0.005, 0.006, 0.017, 0.000, 0.000, 0.002, 0.371, 0.052, 0.127, 0.117, 0.009, 0.000, 0.007, 0.016, 0.025, -0.001], "gap_ev": [9.6, 6.9], "multiplicity": 2, "total_charge": 1, "fmax_ev_per_a": 3.90}

Looking at ΔE to the lowest compared entry with this formula, charge and spin for the records above, in order, we have 1.8800 1.3292 1.8765 4.1035 5.3337 0.0593 1.0861 2.5046 2.0821 1.4251 eV.